51
Properties=species:S:1:pos:R:3:forces:R:3:lowdin_charge:R:1 method="wB97M-V/def2-TZVPD" spin_multiplicity=2 energy_ev=-70812.2164 homo_energy_ev="-8.0 / -8.0" gap_ev="8.36 / 8.01" fmax_ev_per_a=2.96 s_squared=0.751
C -1.075473 1.671044 1.942136 0.25 0.05 0.29 -0.27
C -1.867115 0.516526 1.674888 0.42 -0.32 0.15 -0.20
C -1.167394 -0.630367 2.164726 -0.08 0.84 -0.10 -0.16
H -2.854291 0.503209 1.202977 0.53 0.03 0.15 0.10
C 0.051727 -0.182739 2.750562 -0.13 0.35 -0.28 -0.19
C 0.120226 1.237039 2.619226 -0.32 -0.01 -0.02 -0.26
H 0.773731 -0.817654 3.274062 -0.24 0.33 -0.40 0.10
C -0.221762 1.695633 -2.097986 0.23 0.18 0.12 -0.27
C -1.491928 1.189650 -1.704022 -0.03 -0.24 0.19 -0.22
C -1.489900 -0.217491 -1.921507 0.32 0.30 0.23 -0.10
H -2.335463 1.772988 -1.334822 0.28 -0.16 -0.16 0.10
C -0.220632 -0.594955 -2.442463 -0.27 1.20 0.37 -0.27
C 0.558695 0.597452 -2.549395 -0.21 -0.46 0.20 -0.19
H -1.542582 -1.657048 2.166600 0.30 0.43 -0.19 0.10
H 0.929890 1.880911 2.974207 -0.37 -0.27 -0.07 0.10
H -1.337197 2.708164 1.700688 0.06 -0.47 0.21 0.10
H 1.574573 0.627134 -2.931769 -0.21 0.18 0.14 0.10
H -2.336580 -0.891501 -1.773846 0.36 0.31 0.11 0.11
H 0.099815 2.741143 -2.089539 -0.20 -0.34 -0.12 0.10
Yb 0.363011 0.687883 0.167406 -1.47 -2.36 -1.01 1.43
C 0.197810 -1.951923 -2.948691 -0.15 -0.14 0.35 -0.50
C 0.681215 -1.794918 -4.400745 0.22 -0.14 -0.07 -0.04
C -0.983646 -2.939345 -2.948704 0.13 0.04 -0.07 -0.04
H -0.106047 -1.351250 -5.025743 0.18 -0.07 0.24 0.10
H 0.936981 -2.774803 -4.825775 -0.02 0.14 0.06 0.08
H 1.570475 -1.155627 -4.462690 -0.19 -0.11 0.00 0.08
H -1.781142 -2.574140 -3.610891 0.19 -0.09 0.19 0.09
H -1.395655 -3.081581 -1.947135 0.01 0.03 -0.05 0.08
H -0.652005 -3.915180 -3.326961 -0.05 0.14 0.06 0.09
C 1.366869 -2.503298 -2.078991 0.32 -0.62 -0.86 -0.06
C 1.014269 -3.018398 -0.695443 -1.13 0.02 0.75 -0.44
H 2.163694 -1.739639 -2.015251 -0.34 -0.23 0.26 0.11
H 1.814505 -3.353822 -2.646062 -0.19 0.41 0.37 0.13
O 0.241767 -2.475204 0.119961 1.28 0.80 -1.37 0.01
N 1.532621 -4.228181 -0.323002 0.88 0.26 -0.71 0.06
C 1.605742 -4.469647 1.114865 -0.04 -0.12 0.03 -0.13
H 2.235372 -4.686981 -0.930708 -0.81 0.66 0.74 0.16
C 0.258822 -4.601459 1.784831 -0.35 -0.46 0.39 -0.24
C 0.072654 -4.153466 3.098344 -0.09 0.11 -0.03 -0.05
H 0.914399 -3.671356 3.617732 -0.46 -0.18 -0.20 0.11
C -1.170122 -4.292978 3.734010 0.14 -0.20 -0.28 -0.09
H -1.307297 -3.918730 4.755110 0.06 -0.17 -0.45 0.11
C -2.229808 -4.918750 3.059924 0.39 0.15 -0.17 -0.10
H -3.194482 -5.035112 3.548062 0.16 0.04 -0.09 0.10
C -2.039188 -5.389525 1.754634 0.44 0.10 0.02 -0.08
H -2.854127 -5.875011 1.211306 0.25 0.15 0.25 0.10
C -0.790369 -5.241468 1.130917 -0.46 -0.08 0.13 -0.05
H -0.626784 -5.615914 0.114496 -0.17 0.18 0.35 0.11
H 2.144573 -3.651197 1.608204 0.07 -0.15 -0.13 0.13
H 2.171236 -5.393723 1.214491 0.09 -0.05 0.28 0.13
Cl 2.789628 0.474307 -0.028765 0.41 0.02 0.22 -0.15

54
Properties=species:S:1:pos:R:3:forces:R:3:lowdin_charge:R:1 method="wB97M-V/def2-TZVPD" spin_multiplicity=4 energy_ev=-72008.2970 homo_energy_ev="-2.5 / -3.8" gap_ev="5.06 / 6.32" de_lowest_kcal_mol=24.68 charge=-1 fmax_ev_per_a=4.96 s_squared=3.781
C 1.788248 -0.237829 0.187697 0.81 0.55 0.40 -0.16
C 2.414901 -0.708417 -0.988745 0.73 -0.65 -0.23 -0.17
C 2.210772 0.233688 -2.036885 0.07 1.15 -0.31 -0.17
H 2.997163 -1.627466 -1.117363 -0.43 0.30 0.25 0.10
C 1.492713 1.342495 -1.440417 0.71 0.76 -0.87 -0.21
C 1.167181 1.005771 -0.085607 0.92 1.21 0.31 -0.16
H 1.326476 2.292185 -1.958990 -0.05 -0.47 0.48 0.07
C -1.524142 -1.574928 1.666415 -0.50 -1.12 -1.45 -0.16
C -0.421654 -2.354027 1.130140 0.55 -0.06 0.20 -0.12
C -0.367884 -2.261541 -0.252204 -1.49 -0.49 -0.27 -0.11
H 0.255216 -2.908751 1.786763 -0.13 0.34 -0.51 0.10
C -1.642649 -1.564793 -0.677824 0.84 -1.21 0.89 -0.24
C -2.326046 -1.269332 0.469574 -0.41 0.84 0.68 -0.07
H 2.420948 0.145027 -3.114480 0.31 0.04 0.87 0.09
H 0.702794 1.699100 0.624763 0.16 -0.60 -0.24 0.11
H 1.880838 -0.658698 1.179796 -0.38 -0.29 -0.24 0.10
H -3.251688 -0.703174 0.497186 0.04 -0.05 0.06 0.09
H 0.283583 -2.861385 -0.913772 -0.43 0.52 0.61 0.10
H -1.916104 -1.722373 2.671416 -0.14 -0.37 -0.47 0.12
Co 0.372446 -0.294617 -1.470326 -1.23 -1.59 0.47 0.32
C -2.064267 -1.301628 -2.114044 0.31 0.40 0.96 -0.47
C -3.570289 -1.411273 -2.353930 -0.30 -0.67 0.17 -0.05
C -1.358886 -2.402336 -2.932201 0.33 -1.21 -0.04 -0.08
H -3.892738 -2.440868 -2.137487 -0.05 0.32 0.18 0.09
H -3.820412 -1.256974 -3.408748 0.18 0.24 -0.03 0.08
H -4.148293 -0.694574 -1.753676 0.17 -0.32 -0.06 0.08
H -1.525664 -3.350571 -2.395518 -0.15 0.30 0.13 0.09
H -0.258659 -2.324032 -3.021047 -0.75 0.11 0.11 0.08
H -1.768061 -2.615987 -3.924100 0.05 0.62 -0.07 0.08
C -1.706794 0.215737 -2.339407 -0.74 0.04 -1.29 -0.08
C -1.175341 0.441297 -3.735183 2.18 -3.35 0.23 -0.35
H -1.010911 0.769436 -1.603468 -0.27 -0.59 -0.20 0.13
H -2.603480 0.847252 -2.160352 0.36 -0.43 -0.20 0.14
O -0.454023 -0.496873 -4.211123 -2.75 4.10 0.47 0.01
N -1.388088 1.730162 -4.257154 -1.09 1.20 -1.76 0.00
C -0.333203 2.710938 -4.103601 1.35 -0.46 0.43 -0.14
H -2.122244 1.949083 -4.946219 0.79 -0.77 0.66 0.15
C 1.010055 2.219613 -4.698522 0.47 0.56 -0.17 -0.20
C 2.232908 2.847345 -4.378458 -0.08 -0.49 -0.26 -0.06
H 2.226310 3.817747 -3.869821 0.06 -0.45 0.05 0.11
C 3.450514 2.249573 -4.742391 -0.33 0.37 -0.14 -0.10
H 4.384878 2.765923 -4.514662 -0.25 -0.22 0.03 0.10
C 3.469118 1.018485 -5.407005 -0.30 0.20 0.27 -0.11
H 4.413957 0.525419 -5.622333 -0.16 0.07 0.06 0.10
C 2.258721 0.440557 -5.784304 0.04 0.43 -0.26 -0.09
H 2.220891 -0.525493 -6.281081 0.12 0.20 -0.10 0.10
C 1.056504 1.100384 -5.529746 0.05 0.16 -0.11 -0.07
H 0.133152 0.719448 -5.959905 0.38 -0.03 0.35 0.10
H -0.205519 2.780851 -3.002353 0.30 0.41 -0.63 0.10
H -0.563962 3.721443 -4.481413 -0.45 -0.59 0.06 0.13
O 0.448702 -1.093098 3.440517 -0.52 1.81 0.58 0.00
N -0.127396 -0.008294 3.281163 -1.21 0.35 -1.85 -0.45
O -0.002169 1.026866 3.939089 0.27 -1.52 -0.33 0.01
O -1.018721 0.090307 2.214545 2.04 0.39 2.11 -0.07

54
Properties=species:S:1:pos:R:3:forces:R:3:lowdin_charge:R:1 method="wB97M-V/def2-TZVPD" spin_multiplicity=5 energy_ev=-77007.9321 homo_energy_ev="-7.4 / -7.5" gap_ev="7.99 / 7.98" de_lowest_kcal_mol=0.00 fmax_ev_per_a=0.10 s_squared=6.012
Fe 0.013912 0.202544 0.114871 -0.06 0.06 0.05 0.82
C 0.512539 3.140363 -0.375917 -0.02 0.00 0.01 -0.08
N 0.996249 1.891811 -0.987522 0.03 -0.03 -0.01 -0.25
C 0.574681 1.839796 -2.410716 0.02 0.05 -0.01 -0.18
C 0.226115 0.453132 -2.940565 -0.04 -0.02 -0.02 -0.16
C 1.279677 -0.643204 -2.816299 0.01 -0.03 0.04 -0.18
N 1.567282 -0.983495 -1.415279 0.02 0.02 -0.05 0.01
C 0.403649 -3.289705 -1.365067 -0.02 -0.01 0.02 -0.34
C -1.047744 -3.203457 -1.587350 -0.03 0.04 -0.02 -0.18
C -1.675445 -4.256949 -2.255915 -0.02 0.00 0.01 -0.06
C -3.023208 -4.224231 -2.550201 0.01 -0.01 0.00 -0.11
C -3.764350 -3.107677 -2.165289 -0.01 0.01 0.00 -0.09
C -3.170536 -2.057349 -1.497901 0.01 -0.02 0.01 -0.01
C -1.799155 -2.072178 -1.178030 0.07 -0.03 0.03 -0.35
O -1.270613 -1.073649 -0.524637 -0.05 0.02 -0.07 -0.20
C 2.480891 1.862267 -0.938598 0.00 -0.03 0.01 -0.20
C 3.132006 1.743759 0.436084 0.00 -0.01 0.02 -0.16
C 2.848679 0.450464 1.202245 0.02 0.05 -0.01 -0.21
N 1.451602 0.422643 1.604616 0.00 0.01 0.03 -0.04
C 1.172652 0.619043 2.844539 -0.02 -0.01 -0.03 -0.08
C -0.127534 0.851912 3.405006 -0.02 0.01 -0.04 -0.15
C -0.241177 0.842191 4.809872 -0.01 0.00 0.00 -0.06
C -1.426821 1.110366 5.440070 0.01 0.00 0.02 -0.11
C -2.546520 1.425949 4.651012 -0.01 0.00 -0.01 -0.09
C -2.468812 1.470279 3.284377 0.02 0.00 -0.01 -0.02
C -1.258747 1.180983 2.595852 0.02 0.01 0.08 -0.35
O -1.217128 1.260756 1.311113 0.04 -0.07 -0.04 -0.13
H 0.923313 4.014097 -0.898205 0.00 0.00 0.01 0.10
H 0.797847 3.176042 0.672769 0.01 0.00 -0.01 0.08
H -0.574082 3.163607 -0.409823 0.00 0.00 0.00 0.09
H 1.350491 2.310922 -3.028424 0.01 -0.02 -0.01 0.12
H -0.320358 2.454718 -2.512523 0.00 0.01 0.01 0.12
H -0.008158 0.567275 -4.002625 0.00 0.01 0.00 0.12
H -0.693753 0.106608 -2.462589 0.01 0.00 0.00 0.10
H 2.217354 -0.317898 -3.277054 0.00 0.00 0.00 0.12
H 0.932431 -1.522980 -3.367665 0.00 0.00 0.00 0.12
H 0.914679 -4.090388 -1.887795 0.00 -0.01 0.01 0.11
H -1.079414 -5.114776 -2.549357 0.00 0.00 0.00 0.11
H -3.493438 -5.048364 -3.068727 0.00 0.00 0.00 0.09
H -4.823484 -3.063586 -2.388724 0.00 0.00 0.00 0.10
H -3.742976 -1.192946 -1.186409 0.00 0.00 0.00 0.11
H 2.843893 2.784367 -1.414537 0.01 0.00 0.00 0.12
H 2.818641 1.025791 -1.545505 -0.03 0.01 -0.01 0.10
H 2.868786 2.595150 1.069100 0.00 -0.01 0.00 0.11
H 4.210177 1.811778 0.265511 0.00 0.00 0.00 0.12
H 3.499987 0.400937 2.082467 0.01 0.00 -0.01 0.11
H 3.057940 -0.409568 0.564966 0.00 0.00 -0.01 0.10
H 2.005272 0.638434 3.557619 0.00 0.00 0.01 0.13
H 0.643700 0.610079 5.393909 0.00 0.00 0.00 0.11
H -1.501139 1.088237 6.518343 0.00 0.00 0.00 0.09
H -3.491744 1.643719 5.134435 0.00 0.00 0.00 0.10
H -3.330636 1.718775 2.678710 0.00 0.00 0.00 0.11
S 1.156605 -3.085589 0.396577 0.01 -0.01 -0.01 0.95
C 1.195925 -2.120805 -1.024816 0.01 0.00 0.03 -0.71